No. 1
Below is the molecule C26H37N3O3S in a non-equilibrium geometry, with properties calculated with ωB97M-V/def2-TZVPD.

Each line ends with the natural charge from an NBO analysis.
Positions of all 70 atoms, in Å:
C -7.19 -0.26 0.92  -0.6326
C -5.88 0.27 0.41  -0.0363
C -5.88 1.34 -0.46  -0.1637
C -4.71 1.90 -0.95  -0.0246
C -3.48 1.37 -0.54  0.0266
C -3.48 0.29 0.33  -0.3539
C -4.66 -0.29 0.81  0.1067
C -4.65 -1.47 1.72  -0.6761
H -3.89 -2.19 1.41  0.2468
H -4.39 -1.16 2.73  0.2458
H -5.61 -1.97 1.74  0.2135
S -1.96 -0.48 0.95  2.3186
O -0.76 0.21 0.53  -0.9876
O -2.05 -0.68 2.37  -0.9398
N -2.05 -2.02 0.23  -0.6782
C -1.12 -2.97 0.81  -0.2375
C 0.32 -2.66 0.42  -0.4113
H 0.59 -1.72 0.89  0.2178
H 0.98 -3.44 0.79  0.2229
C 0.47 -2.55 -1.11  -0.3169
C -0.61 -1.67 -1.76  -0.4144
C -2.00 -2.01 -1.21  -0.2334
H -2.32 -3.00 -1.55  0.2066
H -2.73 -1.27 -1.56  0.2183
H -0.41 -0.62 -1.56  0.2207
H -0.60 -1.83 -2.84  0.2204
C 1.87 -1.99 -1.41  0.6983
O 2.73 -2.65 -1.96  -0.6275
N 2.04 -0.72 -1.01  -0.6488
H 1.30 -0.25 -0.51  0.4169
C 3.32 -0.05 -1.07  -0.2259
H 3.30 0.78 -1.78  0.2002
H 4.03 -0.80 -1.43  0.2505
C 3.77 0.47 0.31  -0.0833
N 3.38 1.85 0.55  -0.4386
C 3.75 2.27 1.89  -0.4156
H 3.20 1.72 2.67  0.1649
H 3.56 3.33 2.00  0.1993
H 4.82 2.09 2.04  0.2134
C 1.97 2.11 0.33  -0.4248
H 1.71 1.97 -0.72  0.1945
H 1.30 1.49 0.95  0.1822
H 1.77 3.16 0.58  0.2067
C 5.28 0.36 0.36  -0.0303
C 5.90 -0.70 1.01  -0.2109
C 7.28 -0.82 1.00  -0.2031
C 8.05 0.12 0.35  -0.2203
C 7.44 1.18 -0.30  -0.2219
C 6.06 1.30 -0.30  -0.1678
H 5.58 2.12 -0.79  0.2171
H 8.04 1.92 -0.81  0.2104
H 9.13 0.03 0.35  0.2114
H 7.75 -1.65 1.51  0.2119
H 5.30 -1.44 1.52  0.2104
H 3.34 -0.21 1.08  0.1752
H 0.42 -3.55 -1.54  0.2249
H -1.42 -3.97 0.46  0.2033
H -1.25 -2.91 1.89  0.2357
C -2.24 2.02 -1.08  -0.6692
H -1.35 1.65 -0.60  0.2683
H -2.17 1.85 -2.15  0.2179
H -2.29 3.10 -0.92  0.2210
C -4.78 3.05 -1.90  -0.6273
H -5.81 3.27 -2.16  0.2178
H -4.24 2.82 -2.82  0.2195
H -4.33 3.94 -1.47  0.2205
H -6.83 1.77 -0.77  0.2050
H -7.37 -1.27 0.55  0.2200
H -7.21 -0.28 2.00  0.2229
H -8.01 0.37 0.57  0.2169

- total charge = 0
- orbital gap (eV) = 9.1
- HOMO level (eV) = -8.6
- SMILES string = Cc1cc(C)c(C)c(S(=O)(=O)N2CCC(C(=O)NC[C@@H](c3ccccc3)N(C)C)CC2)c1C

***

No. 2
Below is a structure of composition C27H26N8O2PSTa in a non-equilibrium geometry, with properties calculated with ωB97M-V/def2-TZVPD.

Each line ends with the natural charge from an NBO analysis.
Positions of all 66 atoms, in Å:
Ta 0.18 -0.50 -0.17  2.5568
C -4.76 2.28 -0.09  -0.4178
N -3.30 2.06 -0.17  -0.2554
C -2.38 3.06 -0.37  -0.0129
C -1.15 2.47 -0.38  -0.0205
N -1.32 1.10 -0.19  -0.6364
C -2.65 0.90 -0.06  0.0907
P -3.41 -0.71 0.27  0.8707
C -2.27 -1.11 1.64  0.1209
N -0.92 -1.01 1.59  -0.6608
C -0.44 -1.33 2.85  -0.0417
C -1.51 -1.61 3.65  -0.0080
N -2.64 -1.48 2.87  -0.2625
C -4.01 -1.67 3.39  -0.4165
C -2.54 -1.59 -1.08  0.1225
N -1.21 -1.56 -1.34  -0.6542
C -0.99 -2.29 -2.49  -0.0306
C -2.19 -2.75 -2.92  -0.0077
N -3.14 -2.32 -2.03  -0.2606
C -4.59 -2.61 -2.18  -0.4163
H -4.95 3.33 -0.30  0.2674
H -5.11 2.05 0.91  0.2437
H -5.26 1.67 -0.84  0.2406
H -2.67 4.09 -0.48  0.2806
H -0.19 2.93 -0.51  0.2676
H 0.61 -1.35 3.10  0.2666
H -1.56 -1.89 4.69  0.2866
H -3.97 -2.42 4.18  0.2651
H -4.65 -2.03 2.59  0.2381
H -4.38 -0.73 3.78  0.2560
H -0.01 -2.43 -2.91  0.2642
H -2.45 -3.36 -3.78  0.2852
H -4.68 -3.59 -2.64  0.2651
H -5.04 -1.85 -2.80  0.2555
H -5.05 -2.63 -1.20  0.2383
O 0.82 0.42 -2.16  -0.8768
S 2.02 0.76 -1.33  2.2435
O 1.42 1.41 -0.12  -0.8794
N 2.13 -0.70 -0.59  -0.9280
C 2.97 -1.82 -0.51  0.1484
C 4.30 -1.97 -0.81  -0.1453
C 4.89 -3.23 -0.60  -0.1679
C 4.16 -4.28 -0.10  -0.1235
C 2.79 -4.13 0.21  -0.0224
C 1.95 -5.15 0.68  0.0048
C 0.61 -4.87 0.91  -0.2617
C 0.12 -3.60 0.69  0.1210
N 0.88 -2.57 0.26  -0.5871
C 2.20 -2.87 0.00  0.1136
C 3.28 1.54 -2.08  -0.4159
C 3.34 1.53 -3.49  -0.1309
C 4.39 2.21 -4.08  -0.1915
C 5.33 2.86 -3.29  -0.0509
C 5.26 2.86 -1.89  -0.1771
C 4.23 2.20 -1.26  -0.1516
H 4.89 -1.15 -1.21  0.2539
H 5.94 -3.36 -0.83  0.2745
H 4.64 -5.25 0.06  0.2685
H 2.34 -6.14 0.86  0.2721
H -0.07 -5.64 1.26  0.2761
H -0.93 -3.39 0.86  0.2132
H 2.59 1.03 -4.09  0.2600
H 4.47 2.24 -5.16  0.2754
H 6.14 3.39 -3.77  0.2716
H 6.00 3.39 -1.31  0.2745
H 4.14 2.21 -0.18  0.2586

- total charge = +4
- orbital gap (alpha / beta) (eV) = 6.1 / 6.1
- HOMO level (alpha / beta) (eV) = -19.5 / -19.5

***

No. 3
Below is a structure of composition C46H32Cl5N7O2PRb in a non-equilibrium geometry, with properties calculated with ωB97M-V/def2-TZVPD.

Each line ends with the Löwdin charge.
Positions of all 94 atoms, in Å:
Rb -0.08 1.20 0.87  0.7306
C -2.63 4.29 -1.09  -0.0951
C -3.78 4.14 -0.32  -0.0956
C -4.20 2.88 0.01  -0.0144
C -3.46 1.77 -0.43  -0.3714
N -2.34 1.92 -1.16  0.0825
C -1.96 3.15 -1.46  -0.1973
N -3.97 0.52 -0.28  0.1559
C -3.64 -0.39 0.56  -0.3442
N -2.79 -0.32 1.61  0.1299
C -2.85 -1.49 2.29  -0.3303
N -2.37 -1.80 3.44  0.1521
C -1.51 -1.08 4.20  -0.3537
C -1.85 -0.84 5.55  -0.0345
C -0.96 -0.20 6.38  -0.1098
C 0.29 0.15 5.87  -0.0937
C 0.55 -0.15 4.54  -0.1543
N -0.30 -0.74 3.73  0.1328
C -3.77 -2.44 1.60  -0.1130
C -4.16 -3.73 1.85  -0.0346
C -5.10 -4.31 1.01  -0.1060
C -5.63 -3.60 -0.06  -0.1059
C -5.24 -2.29 -0.32  -0.0301
C -4.30 -1.73 0.52  -0.1155
H -2.27 5.27 -1.37  0.0963
H -4.34 5.02 0.00  0.0929
H -5.09 2.71 0.61  0.1037
H -1.05 3.22 -2.06  0.0830
H -2.83 -1.15 5.90  0.0950
H -1.21 0.01 7.41  0.0919
H 1.02 0.65 6.49  0.0863
H 1.51 0.09 4.10  0.0842
H -3.74 -4.28 2.69  0.1075
H -5.42 -5.33 1.18  0.0884
H -6.37 -4.07 -0.70  0.0881
H -5.65 -1.72 -1.14  0.1047
Cl 2.72 8.79 2.57  0.5936
C 1.68 7.43 2.28  -0.7533
C 2.22 6.16 2.05  -0.7203
Cl 3.93 5.97 2.06  0.6413
C 1.41 5.08 1.81  -0.6039
Cl 2.06 3.52 1.53  0.7045
C -0.03 5.17 1.77  -0.5419
O -0.77 4.20 1.55  -0.1194
C -0.52 6.50 2.00  -0.6150
Cl -2.24 6.71 1.96  0.6665
C 0.30 7.58 2.25  -0.7288
Cl -0.38 9.14 2.54  0.6202
O 2.12 0.47 1.98  -0.2504
C 2.46 -0.42 1.22  -0.4442
C 3.81 -1.07 1.22  -0.2284
C 4.81 -1.32 2.15  -0.0333
C 5.92 -2.05 1.72  -0.1165
C 6.03 -2.46 0.41  -0.1110
C 5.04 -2.19 -0.53  -0.0687
C 3.91 -1.52 -0.10  -0.2790
P 2.30 -0.91 -0.79  0.9826
C 2.76 -1.62 -2.56  -0.3376
C 2.44 -2.86 -3.13  -0.1041
C 2.84 -3.17 -4.42  -0.1239
C 3.56 -2.26 -5.17  -0.1401
C 3.88 -1.02 -4.63  -0.1197
C 3.47 -0.71 -3.34  -0.1485
C 1.07 -2.22 -0.42  -0.3567
C -0.22 -2.06 -0.92  -0.0989
C -1.21 -2.98 -0.63  -0.0812
C -0.93 -4.07 0.18  -0.0969
C 0.35 -4.23 0.69  -0.0867
C 1.34 -3.31 0.40  -0.0749
H 4.72 -0.97 3.17  0.1061
H 6.70 -2.29 2.43  0.0854
H 6.91 -3.02 0.10  0.0870
H 5.14 -2.51 -1.56  0.0963
H 1.89 -3.58 -2.54  0.0959
H 2.61 -4.15 -4.84  0.0887
H 3.87 -2.50 -6.18  0.0836
H 4.45 -0.30 -5.21  0.0900
H 3.70 0.25 -2.90  0.0944
H -0.43 -1.21 -1.56  0.0891
H -2.21 -2.84 -1.02  0.1008
H -1.71 -4.78 0.42  0.0911
H 0.56 -5.07 1.34  0.0940
H 2.33 -3.45 0.81  0.1052
C 0.24 -0.49 -5.21  -0.0400
N -0.03 0.77 -4.57  -0.1977
C -1.15 1.54 -5.07  -0.0497
C 0.39 1.00 -3.34  -0.3006
N 0.78 1.24 -2.28  0.1511
H 0.60 -0.32 -6.23  0.0886
H -0.65 -1.12 -5.26  0.0914
H 1.01 -1.02 -4.65  0.0623
H -0.93 1.88 -6.09  0.0833
H -1.32 2.40 -4.43  0.0816
H -2.07 0.93 -5.10  0.0905

- total charge = -2
- orbital gap (eV) = 5.0
- HOMO level (eV) = -1.3

***

No. 4
Below is a cluster of 6 separate species, H12O5S in total in a non-equilibrium geometry, with properties calculated with ωB97M-V/def2-TZVPD.

Each line ends with the natural charge from an NBO analysis.
Positions of all 18 atoms, in Å:
S -4.06 -1.05 -2.33  -0.2777
H -3.46 -0.77 -1.18  0.1305
H -3.32 -2.11 -2.65  0.1477
H 1.44 -1.80 0.02  0.4852
H 2.11 -0.56 -0.33  0.4606
O 2.20 -1.51 -0.50  -0.9488
H 1.62 1.38 2.59  0.4882
H 1.07 1.01 3.85  0.4735
O 0.75 1.20 2.97  -0.9555
H -1.22 -0.46 0.85  0.4678
H -0.03 -0.33 1.74  0.5010
O -0.30 -0.77 0.92  -0.9751
H 3.94 0.25 0.70  0.4806
H 3.02 1.46 0.66  0.4815
O 3.67 1.02 1.22  -0.9616
H 0.15 1.56 -0.31  0.4782
H 1.02 1.73 -1.44  0.4724
O 1.02 1.96 -0.49  -0.9486

- total charge = 0
- orbital gap (eV) = 10.1
- HOMO level (eV) = -10.0
- SMILES string = O.O.O.O.O.S